[1]
98
Properties=species:S:1:pos:R:3 method="wB97M-V/def2-TZVPD" e_above_lowest_ev=0.000 charge=+3 lumo_energy_ev=-8.3224 mol_weight_g_mol=1035.387 fmax_ev_per_a=0.7 gap_ev=7.02 energy_ha=-3983.91020
Hf -0.15 -0.88 -1.51
C 3.04 -4.12 -0.61
C 1.74 -3.40 -0.80
N 1.32 -2.87 -1.88
N 1.98 -3.03 -3.07
C 1.19 -2.88 -4.18
N 1.70 -3.35 -5.31
S -0.32 -2.16 -4.08
C 0.69 -3.42 0.26
C 0.77 -4.29 1.32
C -0.37 -4.50 2.10
C -1.54 -3.85 1.78
C -1.52 -2.94 0.72
N -0.43 -2.70 -0.01
H 2.91 -5.20 -0.71
H 3.79 -3.78 -1.33
H 3.43 -3.92 0.39
H 2.80 -3.62 -3.09
H 2.52 -3.94 -5.35
H 1.16 -3.26 -6.16
H 1.68 -4.84 1.51
H -0.35 -5.21 2.92
H -2.46 -4.01 2.32
H -2.41 -2.39 0.44
O 1.34 -0.53 0.00
P 1.45 0.30 1.30
C -0.02 -0.01 2.32
P -1.46 0.61 1.41
O -1.12 0.44 -0.07
C -2.90 -0.27 1.94
C -4.02 -0.21 1.11
C -5.19 -0.83 1.51
C -5.25 -1.48 2.74
C -4.14 -1.51 3.58
C -2.96 -0.91 3.17
C -1.69 2.33 1.77
C -1.91 2.75 3.08
C -2.12 4.09 3.34
C -2.12 5.01 2.29
C -1.91 4.58 0.98
C -1.69 3.24 0.72
C 2.88 -0.19 2.22
C 2.87 -1.43 2.89
C 3.99 -1.85 3.58
C 5.13 -1.05 3.60
C 5.15 0.17 2.94
C 4.03 0.60 2.25
C 1.53 2.05 1.02
C 1.52 2.90 2.12
C 1.56 4.27 1.94
C 1.62 4.79 0.65
C 1.64 3.95 -0.45
C 1.59 2.57 -0.27
H 0.10 0.49 3.28
H -0.11 -1.09 2.48
H -3.98 0.30 0.16
H -6.07 -0.80 0.87
H -6.17 -1.95 3.06
H -4.20 -2.00 4.54
H -2.09 -0.95 3.83
H -1.95 2.04 3.90
H -2.30 4.43 4.35
H -2.30 6.05 2.49
H -1.93 5.30 0.17
H -1.52 2.90 -0.30
H 1.98 -2.05 2.89
H 3.98 -2.79 4.11
H 6.00 -1.38 4.15
H 6.04 0.79 2.97
H 4.04 1.56 1.74
H 1.48 2.50 3.13
H 1.55 4.93 2.80
H 1.66 5.86 0.51
H 1.69 4.37 -1.45
H 1.61 1.92 -1.13
F -5.28 0.03 -2.08
C -4.92 0.45 -3.30
F -5.76 1.41 -3.67
F -5.06 -0.58 -4.15
C -3.49 0.96 -3.30
C -3.19 2.18 -3.87
C -1.89 2.67 -3.84
C -0.92 1.90 -3.25
N -1.19 0.69 -2.73
C -2.45 0.20 -2.74
S -2.60 -1.38 -2.02
H -3.99 2.76 -4.31
H -1.64 3.63 -4.26
H 0.10 2.24 -3.17
N 3.03 0.58 -4.36
C 3.84 0.35 -3.27
C 3.02 -0.05 -2.27
N 1.71 -0.07 -2.74
C 1.77 0.32 -4.01
H 3.32 0.91 -5.26
H 4.91 0.50 -3.30
H 3.26 -0.32 -1.26
H 0.93 0.39 -4.69

[2]
97
Properties=species:S:1:pos:R:3 method="wB97M-V/def2-TZVPD" e_above_lowest_ev=3.208 charge=-1 lumo_energy_ev=2.0607 mol_weight_g_mol=896.717 fmax_ev_per_a=0.7 gap_ev=6.68 energy_ha=-3081.22345
In -0.18 0.09 0.49
O -2.20 0.12 -0.32
C -2.20 -0.90 -1.18
C -3.12 -3.33 -1.78
C -2.41 -4.64 -1.51
C -1.09 -4.81 -1.69
C -0.13 -3.79 -2.04
C -0.26 -2.48 -1.71
C 0.69 -1.46 -2.15
N 0.64 -0.30 -1.61
N 1.32 0.73 -2.14
C 1.03 1.87 -1.52
O 0.21 2.04 -0.57
C 1.76 3.07 -2.01
C 2.83 2.96 -2.90
C 3.53 4.09 -3.29
C 3.16 5.34 -2.81
C 2.09 5.46 -1.94
C 1.40 4.33 -1.53
H -4.19 -3.44 -1.61
H -3.01 -5.47 -1.16
H -0.69 -5.82 -1.58
H 0.79 -4.09 -2.52
H 1.32 -1.65 -3.01
H 3.09 1.98 -3.26
H 4.37 4.00 -3.97
H 3.71 6.22 -3.12
H 1.80 6.43 -1.56
H 0.57 4.40 -0.83
C -1.59 -5.36 2.94
O -1.10 -4.10 2.56
C -1.19 -3.09 3.47
C -1.64 -3.26 4.76
C -1.68 -2.17 5.65
C -1.20 -0.96 5.24
C -0.71 -0.76 3.93
C 0.05 0.43 3.66
N 0.49 0.78 2.51
N 1.49 1.70 2.45
C 2.30 1.43 1.44
O 2.16 0.46 0.63
C 3.48 2.33 1.28
C 3.81 3.27 2.24
C 4.97 4.03 2.10
C 5.79 3.85 1.00
C 5.44 2.93 0.02
C 4.29 2.17 0.17
C -0.74 -1.82 2.98
O -0.35 -1.73 1.76
H -1.47 -6.01 2.07
H -1.02 -5.78 3.78
H -2.65 -5.32 3.22
H -1.97 -4.23 5.10
H -2.05 -2.31 6.65
H -1.19 -0.12 5.93
H 0.41 1.01 4.51
H 3.16 3.40 3.10
H 5.23 4.76 2.86
H 6.70 4.43 0.90
H 6.07 2.80 -0.85
H 4.00 1.44 -0.58
C -3.20 -2.49 0.62
C -2.61 -2.30 -0.76
N -1.22 -1.96 -0.87
C -2.39 -0.60 -2.62
C -2.71 -1.56 -3.49
N -2.89 -2.90 -3.18
C -3.53 -3.64 -4.27
N -4.12 -4.91 -3.95
N -5.35 -4.96 -3.37
N -5.66 -6.17 -3.12
C -4.62 -6.98 -3.53
C -4.48 -8.37 -3.49
C -3.32 -8.89 -4.00
C -2.32 -8.07 -4.55
C -2.44 -6.70 -4.60
C -3.62 -6.17 -4.07
H -3.01 -1.58 1.19
H -2.72 -3.32 1.12
H -4.27 -2.65 0.54
H -2.21 0.41 -2.95
H -2.79 -1.35 -4.55
H -2.78 -3.83 -5.04
H -4.32 -3.03 -4.71
H -5.26 -8.98 -3.06
H -3.16 -9.96 -4.00
H -1.41 -8.52 -4.93
H -1.67 -6.06 -5.01
C -1.82 3.22 3.43
S -1.87 2.94 1.64
C -3.52 2.21 1.55
H -2.65 3.86 3.72
H -0.87 3.70 3.66
H -1.88 2.26 3.95
H -3.62 1.44 2.31
H -3.59 1.75 0.57
H -4.29 2.98 1.68

[3]
89
Properties=species:S:1:pos:R:3 method="wB97M-V/def2-TZVPD" charge=+4 lumo_energy_ev="-12.6440 / -12.7785" multiplicity=3 mol_weight_g_mol=807.817 fmax_ev_per_a=1.2 gap_ev="6.14 / 6.03" s_squared=2.0329 energy_ha=-3334.02739
Mo -0.76 -0.14 -0.96
C -2.06 2.38 1.19
C -2.37 1.03 1.85
P -1.14 -0.30 1.49
C -1.97 -1.88 1.75
C -3.01 -2.04 2.67
C -3.46 -3.31 2.96
C -2.89 -4.42 2.35
C -1.86 -4.26 1.43
C -1.40 -2.99 1.12
C 0.13 -0.22 2.79
C 0.85 -1.37 3.11
C 1.77 -1.35 4.14
C 1.99 -0.18 4.86
C 1.27 0.97 4.55
C 0.34 0.96 3.52
P -1.13 2.20 -0.38
C -0.15 3.67 -0.71
C 1.22 3.62 -0.48
C 1.99 4.76 -0.68
C 1.38 5.93 -1.12
C 0.01 5.97 -1.36
C -0.77 4.84 -1.17
C -2.20 2.02 -1.85
C -1.56 1.29 -2.87
C -2.11 1.20 -4.14
C -3.32 1.83 -4.39
C -3.99 2.52 -3.37
C -3.44 2.61 -2.10
H -2.96 2.97 1.03
H -1.41 3.00 1.82
H -3.33 0.64 1.51
H -2.45 1.15 2.93
H -3.45 -1.18 3.17
H -4.26 -3.44 3.68
H -3.23 -5.42 2.61
H -1.42 -5.13 0.95
H -0.59 -2.86 0.41
H 0.66 -2.30 2.58
H 2.30 -2.26 4.41
H 2.71 -0.16 5.66
H 1.41 1.87 5.13
H -0.23 1.86 3.32
H 1.68 2.70 -0.14
H 3.05 4.73 -0.50
H 1.98 6.81 -1.29
H -0.46 6.88 -1.71
H -1.83 4.88 -1.37
H -0.51 0.97 -2.71
H -1.59 0.68 -4.94
H -3.74 1.81 -5.38
H -4.92 3.01 -3.59
H -3.95 3.17 -1.32
N 1.14 -0.53 -0.90
S 2.35 -0.55 0.29
C 3.71 0.35 -0.44
C 4.08 1.51 0.24
C 5.19 2.21 -0.20
C 5.89 1.76 -1.31
C 5.50 0.60 -1.98
C 4.41 -0.12 -1.54
C 2.96 -2.24 0.22
C 2.38 -3.23 -0.55
C 2.95 -4.50 -0.52
C 4.06 -4.75 0.27
C 4.62 -3.74 1.05
C 4.06 -2.47 1.04
H 1.55 -0.87 -1.77
H 3.54 1.83 1.12
H 5.51 3.10 0.32
H 6.76 2.30 -1.65
H 6.07 0.25 -2.83
H 4.13 -1.05 -2.04
H 1.51 -3.04 -1.17
H 2.53 -5.29 -1.13
H 4.50 -5.74 0.28
H 5.48 -3.94 1.67
H 4.49 -1.67 1.64
S -1.02 -2.23 -2.50
C -2.63 -1.96 -2.12
N -3.66 -2.70 -2.60
C -4.94 -2.45 -2.27
C -5.22 -1.40 -1.43
C -4.15 -0.66 -0.96
N -2.88 -0.92 -1.29
H -3.43 -3.47 -3.23
H -5.71 -3.10 -2.69
H -6.23 -1.17 -1.15
H -4.32 0.19 -0.31

[4]
93
Properties=species:S:1:pos:R:3 method="wB97M-V/def2-TZVPD" e_above_lowest_ev=0.335 charge=+1 lumo_energy_ev=-2.0112 mol_weight_g_mol=897.473 fmax_ev_per_a=0.5 gap_ev=7.80 energy_ha=-3908.23376
Al -1.24 -0.42 0.93
S -1.76 -0.20 3.18
C -3.13 0.43 2.33
N -3.11 0.30 1.02
C -4.21 0.89 0.41
C -4.48 0.93 -0.96
C -5.64 1.56 -1.37
C -6.52 2.14 -0.45
C -6.26 2.10 0.90
C -5.09 1.47 1.32
S -4.50 1.26 2.95
H -3.80 0.49 -1.67
H -5.87 1.61 -2.43
H -7.42 2.63 -0.81
H -6.94 2.55 1.61
Te 2.63 2.14 2.29
C 4.07 2.63 0.80
C 3.98 3.82 0.09
C 4.88 4.04 -0.95
N 5.82 3.17 -1.31
C 5.92 2.05 -0.60
C 5.08 1.74 0.46
C 1.32 1.09 1.09
P 1.20 -0.64 0.90
C 2.12 -1.56 2.16
C 3.08 -2.51 1.84
C 3.71 -3.23 2.85
C 3.39 -3.00 4.17
C 2.43 -2.05 4.50
C 1.79 -1.33 3.50
C 1.89 -1.19 -0.69
C 2.87 -0.42 -1.31
C 3.38 -0.79 -2.54
C 2.92 -1.94 -3.17
C 1.94 -2.71 -2.55
C 1.43 -2.34 -1.32
P -0.14 1.66 0.34
C 0.08 1.88 -1.45
C -0.78 1.27 -2.35
C -0.54 1.35 -3.72
C 0.57 2.04 -4.19
C 1.44 2.65 -3.29
C 1.20 2.56 -1.93
C -0.70 3.26 0.97
C -0.86 4.37 0.15
C -1.31 5.57 0.69
C -1.60 5.67 2.04
C -1.45 4.56 2.86
C -1.00 3.36 2.33
H 3.23 4.56 0.33
H 4.83 4.96 -1.53
H 6.70 1.37 -0.89
H 5.20 0.80 0.99
H 3.34 -2.69 0.80
H 4.46 -3.96 2.59
H 3.88 -3.55 4.96
H 2.18 -1.85 5.54
H 1.06 -0.58 3.75
H 3.21 0.50 -0.83
H 4.14 -0.18 -3.01
H 3.32 -2.23 -4.13
H 1.59 -3.61 -3.04
H 0.67 -2.95 -0.85
H -1.64 0.72 -1.99
H -1.22 0.87 -4.41
H 0.76 2.10 -5.25
H 2.31 3.18 -3.65
H 1.90 3.01 -1.23
H -0.64 4.31 -0.91
H -1.42 6.43 0.04
H -1.95 6.60 2.45
H -1.67 4.63 3.92
H -0.87 2.50 2.98
C -2.50 -2.50 -2.25
N -1.97 -3.54 -1.37
C -1.34 -4.67 -2.04
C -1.74 -3.23 -0.08
O -1.79 -2.01 0.28
N -1.48 -4.18 0.83
C -2.01 -5.54 0.73
C -0.97 -3.80 2.14
H -3.01 -2.99 -3.08
H -1.69 -1.87 -2.64
H -3.21 -1.89 -1.71
H -0.80 -4.29 -2.91
H -2.07 -5.40 -2.37
H -0.62 -5.15 -1.38
H -2.74 -5.60 -0.07
H -2.51 -5.78 1.67
H -1.22 -6.27 0.56
H -0.25 -2.98 2.05
H -0.44 -4.65 2.56
H -1.77 -3.50 2.81

[5]
95
Properties=species:S:1:pos:R:3 method="wB97M-V/def2-TZVPD" e_above_lowest_ev=0.335 lumo_energy_ev=-0.7221 mol_weight_g_mol=1122.896 fmax_ev_per_a=0.7 gap_ev=5.40 energy_ha=-5641.47279
Pb 0.19 -0.08 -0.60
Br 6.40 -3.80 3.29
C 5.36 -2.44 2.48
C 4.09 -2.74 2.00
C 3.34 -1.75 1.39
C 3.85 -0.46 1.26
C 5.11 -0.17 1.77
C 5.87 -1.16 2.38
N 3.02 0.50 0.64
C 3.50 1.46 -0.02
C 2.62 2.48 -0.63
C 3.22 3.61 -1.17
C 2.44 4.59 -1.75
C 1.07 4.40 -1.78
C 0.55 3.24 -1.23
N 1.29 2.30 -0.66
H 3.69 -3.74 2.10
H 2.36 -1.97 0.99
H 5.50 0.84 1.73
H 6.85 -0.93 2.78
H 4.57 1.57 -0.20
H 4.30 3.71 -1.13
H 2.88 5.48 -2.16
H 0.41 5.13 -2.22
H -0.52 3.05 -1.25
C -10.78 -2.68 3.93
C -9.46 -2.26 3.33
O -9.33 -1.33 2.60
S -8.11 -3.32 3.87
C -6.73 -2.54 3.07
C -6.58 -2.61 1.69
C -5.55 -1.93 1.07
C -4.65 -1.16 1.81
C -4.77 -1.16 3.21
C -5.81 -1.83 3.83
C -3.65 -0.39 1.15
C -2.90 0.35 0.55
H -11.57 -2.54 3.20
H -10.99 -2.04 4.79
H -10.76 -3.72 4.27
H -7.29 -3.19 1.10
H -5.45 -1.97 -0.01
H -4.05 -0.61 3.79
H -5.91 -1.80 4.90
O -1.37 -0.76 -2.68
C -0.73 0.07 -3.36
O 0.13 0.85 -2.87
C -1.00 0.18 -4.83
C -0.64 -0.86 -5.68
C -0.84 -0.74 -7.05
C -1.42 0.41 -7.57
C -1.79 1.44 -6.73
C -1.58 1.33 -5.36
H -0.21 -1.76 -5.26
H -0.55 -1.55 -7.71
H -1.58 0.50 -8.64
H -2.25 2.34 -7.13
H -1.86 2.14 -4.70
C -0.25 -5.46 -3.26
C -0.76 -4.74 -2.03
N -0.14 -3.43 -1.92
C 1.18 -3.23 -2.28
N 1.68 -2.06 -2.07
C 3.03 -1.76 -2.52
C 3.57 -2.76 -3.53
C 3.29 -4.15 -3.00
N 1.86 -4.30 -2.81
C 1.26 -5.59 -3.13
H -0.50 -4.88 -4.15
H -0.70 -6.45 -3.36
H -0.51 -5.33 -1.14
H -1.84 -4.61 -2.05
H -0.72 -2.63 -2.20
H 3.70 -1.75 -1.65
H 3.03 -0.75 -2.94
H 4.64 -2.62 -3.70
H 3.06 -2.63 -4.49
H 3.83 -4.31 -2.05
H 3.62 -4.92 -3.69
H 1.50 -6.33 -2.36
H 1.69 -5.94 -4.07
C -1.92 1.17 -0.06
H -1.58 1.99 0.57
H -2.19 1.49 -1.07
I -1.05 -2.80 1.94
C -0.47 -1.10 3.02
C -0.65 -1.06 4.40
C -0.22 0.07 5.07
C 0.38 1.10 4.35
C 0.52 0.95 2.99
N 0.09 -0.13 2.33
H -1.09 -1.90 4.92
H -0.34 0.14 6.14
H 0.72 2.00 4.85
H 1.00 1.71 2.38